# 1
Density functional theory data (wB97M-V/def2-TZVPD) for a structure of composition C26H42F6O16Pb at a distorted geometry.

Cartesian coordinates (Å):
1 C -7.461 4.719 3.665
2 C -1.676 -5.932 -6.273
3 H 3.545 2.811 6.362
4 H 4.892 2.535 7.457
5 C -7.987 -4.443 -2.229
6 C -7.081 -4.984 -1.098
7 H -4.902 2.551 -2.681
8 H 7.624 -4.765 -2.692
9 H -1.798 -6.971 -5.967
10 C 7.109 -3.356 -1.179
11 H 0.671 -1.472 6.027
12 H -0.774 -5.862 -8.385
13 H 9.338 4.798 0.590
14 H 0.264 -6.530 -7.043
15 C -0.486 -5.795 -7.335
16 O -1.210 -5.177 -5.207
17 H -7.341 -4.037 -3.008
18 H 7.286 4.429 -1.537
19 C -3.462 4.272 -3.843
20 C 6.151 -3.876 -0.133
21 O -6.426 -3.898 -0.535
22 C 0.435 -0.793 6.846
23 H -8.655 -3.645 -1.907
24 H -7.805 -5.455 -0.433
25 F 7.904 6.366 -0.128
26 O 3.202 1.276 7.549
27 H -2.135 6.966 -5.166
28 C -4.951 2.377 -3.756
29 H -0.448 -0.234 6.535
30 O 0.141 -3.418 -4.767
31 F -8.267 -4.564 1.629
32 O -4.623 3.629 -4.299
33 H 4.499 1.469 5.991
34 H -5.748 3.362 5.979
35 O -4.936 -3.015 0.888
36 H 10.995 3.244 1.117
37 O -2.852 3.885 -2.852
38 H -7.345 5.768 5.646
39 O -3.198 5.287 -4.662
40 C 4.138 2.036 6.849
41 C 6.738 5.699 0.116
42 H 6.608 -3.021 -2.087
43 H 0.130 -1.364 7.723
44 H 6.859 -6.582 -0.866
45 F 5.827 6.485 -0.490
46 O -6.226 4.360 3.092
47 H 9.683 3.791 -0.748
48 H 7.760 -2.568 -0.800
49 C -7.466 -3.456 1.592
50 C 9.117 3.811 0.183
51 H -7.989 4.156 5.733
52 C 2.234 0.678 6.807
53 C 7.438 -5.711 -0.562
54 O 6.485 -5.035 0.286
55 C -2.150 6.270 -4.327
56 C 7.778 -4.666 -1.618
57 O 5.731 3.525 -0.762
58 H -2.626 -5.573 -6.669
59 H -0.415 -3.626 -7.461
60 H -8.139 3.947 3.301
61 C -5.310 4.255 4.032
62 H -8.628 -5.262 -2.555
63 H 8.822 -4.359 -1.557
64 Pb 0.207 0.786 0.410
65 H -7.867 5.687 3.372
66 H 9.558 3.091 2.215
67 H 8.227 -6.134 0.059
68 C -6.096 -3.819 0.843
69 O -4.101 4.020 3.759
70 F -8.123 -2.484 0.941
71 H -1.136 5.898 -4.474
72 H 10.048 1.917 0.887
73 O 2.035 0.817 5.619
74 C -5.859 4.305 5.445
75 O 5.172 -3.264 0.326
76 H -5.779 -4.811 1.166
77 H -5.914 2.038 -4.138
78 O 1.421 -0.033 7.553
79 O 7.764 3.414 0.194
80 C -0.264 -4.253 -5.581
81 C 0.069 -4.495 -7.016
82 C 9.948 2.954 1.206
83 H 1.150 -4.386 -7.111
84 F -7.335 -3.164 2.907
85 H -6.408 -5.687 -1.589
86 H -5.245 5.087 5.892
87 H -2.394 6.780 -3.395
88 C 6.867 4.302 -0.539
89 H -4.143 1.688 -4.004
90 F 6.566 5.664 1.464
91 C -7.255 4.771 5.213

## Properties
Energy relative to the best compared isomer or geometry (same formula, charge and spin), eV: 16.308
E_LUMO, eV: -5.1782
HOMO level, eV: -6.826
E_tot, eV: -81941.6300
HOMO-LUMO gap, hartree: 0.061

List of Löwdin charges in e, atom by atom:
1 C -0.140
2 C -0.153
3 H 0.093
4 H 0.102
5 C -0.073
6 C -0.282
7 H 0.091
8 H 0.115
9 H 0.122
10 C -0.070
11 H 0.099
12 H 0.118
13 H 0.099
14 H 0.121
15 C -0.142
16 O 0.015
17 H 0.070
18 H 0.158
19 C -0.535
20 C -0.521
21 O -0.103
22 C -0.044
23 H 0.070
24 H 0.106
25 F 0.091
26 O -0.001
27 H 0.087
28 C -0.065
29 H 0.095
30 O 0.083
31 F 0.095
32 O -0.051
33 H 0.099
34 H 0.135
35 O -0.089
36 H 0.063
37 O 0.086
38 H 0.112
39 O -0.002
40 C -0.066
41 C -0.520
42 H 0.123
43 H 0.097
44 H 0.125
45 F 0.139
46 O 0.057
47 H 0.114
48 H 0.132
49 C -0.508
50 C -0.287
51 H 0.114
52 C -0.593
53 C -0.104
54 O 0.054
55 C 0.000
56 C -0.148
57 O -0.081
58 H 0.122
59 H 0.142
60 H 0.127
61 C -0.455
62 H 0.069
63 H 0.108
64 Pb 0.956
65 H 0.122
66 H 0.073
67 H 0.126
68 C -0.371
69 O 0.041
70 F 0.146
71 H 0.094
72 H 0.061
73 O 0.101
74 C -0.090
75 O 0.062
76 H 0.156
77 H 0.100
78 O 0.018
79 O -0.074
80 C -0.431
81 C -0.135
82 C -0.074
83 H 0.138
84 F 0.123
85 H 0.116
86 H 0.129
87 H 0.102
88 C -0.384
89 H 0.094
90 F 0.138
91 C -0.152

=====

# 2
Density functional theory data (wB97M-V/def2-TZVPD) for a structure of composition C26H27IrN3O7P3S2.

Cartesian coordinates (Å):
1 H -2.999 2.771 -1.388
2 S 1.435 2.670 2.213
3 C 1.957 -1.220 -1.154
4 H -4.414 0.363 0.122
5 C -3.236 1.243 1.677
6 H 3.646 -0.685 4.842
7 H -2.551 1.565 -4.809
8 H 1.138 0.408 -2.980
9 H 0.062 -3.914 0.654
10 C -3.737 0.031 0.910
11 O -2.662 -0.201 3.964
12 H -0.553 -7.031 -2.217
13 C -2.692 0.046 -3.292
14 H 3.879 1.395 -0.190
15 H -2.536 -1.401 -1.723
16 H 5.559 0.079 -1.435
17 C 4.542 -0.287 -1.354
18 C 2.001 1.920 3.607
19 C -2.009 0.947 -4.103
20 H 1.936 3.851 4.552
21 C 2.304 -0.028 -0.513
22 N -0.005 4.033 -2.389
23 N 1.256 2.607 -0.851
24 P -1.973 0.765 2.900
25 C -0.609 -0.608 -2.256
26 H 4.937 -2.060 -2.509
27 H -1.655 2.844 3.069
28 H 3.062 0.717 5.742
29 C 3.603 0.452 -0.647
30 H -0.099 1.783 -4.607
31 Ir 0.737 0.910 0.574
32 H 3.232 2.809 5.149
33 H 2.604 -2.884 -2.367
34 H -0.232 -6.311 0.130
35 C -0.633 1.066 -3.996
36 C 4.194 -1.493 -1.962
37 H -3.769 -0.048 -3.365
38 P 0.203 -1.530 -0.897
39 C -0.237 -5.580 -0.669
40 C 0.066 0.287 -3.080
41 H -4.274 -0.646 1.577
42 C -0.071 -4.233 -0.374
43 H 2.003 -0.663 5.458
44 C -0.417 -5.982 -1.984
45 N 0.725 5.054 -4.521
46 C -0.258 -3.691 -2.706
47 C 2.783 -0.041 5.013
48 H -0.574 -5.346 -4.029
49 H -2.901 -0.502 0.459
50 C 0.699 3.329 -1.585
51 O -2.106 3.592 1.576
52 P -2.360 2.470 0.618
53 C -0.073 -3.277 -1.387
54 C 2.295 0.546 3.705
55 O -1.684 2.074 3.710
56 C -1.995 -0.719 -2.371
57 H -0.280 -2.954 -3.501
58 O -4.336 1.857 2.354
59 O -1.238 1.741 -0.080
60 C 0.439 4.563 -3.510
61 O -0.821 0.080 2.244
62 S 2.125 -0.499 2.416
63 C -0.429 -5.035 -3.002
64 O -3.414 2.863 -0.518
65 H 1.563 2.510 5.635
66 H -4.092 2.782 2.500
67 H -2.150 -1.017 4.029
68 C 2.196 2.826 4.802
69 C 2.889 -1.959 -1.877

## Properties
Energy relative to the best compared isomer or geometry (same formula, charge and spin), eV: 0.438
Net charge: -1
E_LUMO (alpha / beta), eV: 2.2712 / 0.7075
HOMO level (alpha / beta), eV: -4.253 / -5.585
E_tot, eV: -98583.5515
HOMO-LUMO gap (alpha / beta), hartree: 0.240 / 0.231
2S+1: 6

List of natural (NBO) charges in e, atom by atom:
1 H 0.522
2 S 0.032
3 C -0.445
4 H 0.228
5 C -0.505
6 H 0.225
7 H 0.212
8 H 0.233
9 H 0.213
10 C -0.627
11 O -0.977
12 H 0.206
13 C -0.240
14 H 0.222
15 H 0.201
16 H 0.204
17 C -0.209
18 C -0.174
19 C -0.221
20 H 0.233
21 C -0.271
22 N -0.700
23 N -0.649
24 P 2.379
25 C -0.353
26 H 0.203
27 H 0.551
28 H 0.209
29 C -0.232
30 H 0.228
31 Ir 1.280
32 H 0.212
33 H 0.203
34 H 0.208
35 C -0.189
36 C -0.247
37 H 0.207
38 P 0.875
39 C -0.238
40 C -0.211
41 H 0.214
42 C -0.131
43 H 0.221
44 C -0.213
45 N -0.508
46 C -0.196
47 C -0.649
48 H 0.209
49 H 0.236
50 C 0.613
51 O -1.153
52 P 2.392
53 C -0.349
54 C -0.221
55 O -1.015
56 C -0.150
57 H 0.226
58 O -0.723
59 O -1.181
60 C 0.449
61 O -1.133
62 S 0.065
63 C -0.218
64 O -0.996
65 H 0.221
66 H 0.491
67 H 0.514
68 C -0.655
69 C -0.153

=====

# 3
Density functional theory data (wB97M-V/def2-TZVPD) for a structure of composition C34H39N5O3P2SSn at a distorted geometry.

Cartesian coordinates (Å):
1 C 1.924 -0.506 -5.403
2 C 2.750 -0.688 -6.513
3 C -6.036 6.067 1.797
4 H -5.523 -1.289 3.606
5 O -2.287 2.946 3.376
6 C 3.665 -1.747 -6.198
7 Sn -0.741 3.003 -0.780
8 H 5.283 -1.264 -1.159
9 H -4.556 -2.056 4.836
10 H 4.485 -2.109 -6.800
11 H 6.120 -0.578 1.301
12 C -0.628 -4.253 -3.281
13 H 1.547 -0.086 1.763
14 P 1.806 -1.213 -2.640
15 H 3.882 -2.581 -2.632
16 C -5.273 4.078 2.929
17 C 3.324 -2.213 -4.932
18 H -3.327 2.134 -1.060
19 H -0.460 -0.803 2.982
20 H -6.822 6.797 1.640
21 O -3.302 1.659 1.498
22 C 3.388 -2.892 1.852
23 H 3.728 -3.056 -4.391
24 H -1.583 -4.664 -3.580
25 C -2.660 2.562 -1.819
26 C -3.629 -0.339 3.986
27 C 4.356 -0.813 -1.568
28 H 1.392 -2.581 2.846
29 H 7.271 3.533 0.439
30 C 6.158 0.450 0.981
31 N 0.981 -2.779 -2.642
32 C 2.228 -0.930 1.667
33 H -3.132 -3.174 3.358
34 C -2.584 4.935 0.495
35 H 0.772 -6.031 -3.177
36 O -2.001 5.535 -0.430
37 C 3.345 -1.908 -1.952
38 H 3.082 -2.515 -1.076
39 C -3.766 -2.420 1.374
40 C -3.038 -1.478 0.765
41 H 4.667 -0.237 -2.458
42 H 8.046 1.286 1.768
43 C 7.145 1.411 1.186
44 C -6.242 5.064 2.757
45 C -1.505 -1.031 2.723
46 C 5.521 2.323 -0.118
47 H -7.141 5.066 3.360
48 H -3.425 -1.034 -0.182
49 H -4.792 -3.453 2.885
50 H -4.024 0.410 4.703
51 H -4.603 6.970 0.377
52 C 1.576 -4.046 -2.723
53 H -1.692 -2.078 2.970
54 C -4.183 4.108 2.066
55 C 0.601 -4.970 -3.080
56 N 5.121 1.025 0.236
57 C 6.736 2.598 0.489
58 N 3.390 -0.828 0.889
59 H 3.687 -3.899 2.127
60 C -3.876 5.159 1.211
61 C -4.838 6.167 1.070
62 S -2.921 2.926 2.079
63 C -3.992 -2.695 2.856
64 N 2.316 -1.404 -4.406
65 C 2.192 -2.197 2.235
66 C -1.729 -0.828 1.199
67 C -2.409 -0.117 3.482
68 H 5.051 -2.200 0.536
69 P 3.565 0.403 -0.387
70 C -4.481 -1.574 3.840
71 H -3.121 3.450 -2.270
72 H 2.624 -4.198 -2.486
73 N -2.033 3.755 0.937
74 C -0.368 -2.912 -3.013
75 H -1.962 0.854 3.714
76 H -2.500 1.789 -2.585
77 H 4.886 2.912 -0.764
78 H 2.709 -0.133 -7.434
79 H -1.836 0.251 0.987
80 H -0.842 -1.138 0.602
81 H -4.324 -3.095 0.698
82 H 1.097 0.169 -5.232
83 H -1.011 -2.039 -3.028
84 C 4.106 -2.029 1.039
85 H -5.325 3.308 3.689

## Properties
Energy relative to the best compared isomer or geometry (same formula, charge and spin), eV: 1.865
E_LUMO, eV: -1.0540
HOMO level, eV: -8.268
E_tot, eV: -84723.6410
HOMO-LUMO gap, hartree: 0.265

List of Löwdin charges in e, atom by atom:
1 C -0.158
2 C -0.103
3 C -0.052
4 H 0.107
5 O -0.279
6 C -0.090
7 Sn 1.147
8 H 0.078
9 H 0.110
10 H 0.089
11 H 0.081
12 C -0.091
13 H 0.097
14 P 1.097
15 H 0.056
16 C -0.019
17 C -0.155
18 H -0.023
19 H 0.093
20 H 0.106
21 O -0.304
22 C -0.074
23 H 0.090
24 H 0.090
25 C -0.336
26 C -0.112
27 C -0.395
28 H 0.087
29 H 0.087
30 C -0.132
31 N -0.282
32 C -0.147
33 H 0.098
34 C -0.515
35 H 0.090
36 O -0.030
37 C -0.449
38 H 0.068
39 C -0.096
40 C -0.107
41 H 0.085
42 H 0.089
43 C -0.090
44 C -0.050
45 C -0.177
46 C -0.165
47 H 0.109
48 H 0.108
49 H 0.099
50 H 0.108
51 H 0.124
52 C -0.151
53 H 0.090
54 C -0.233
55 C -0.086
56 N -0.278
57 C -0.104
58 N -0.265
59 H 0.099
60 C -0.114
61 C 0.014
62 S 0.644
63 C -0.203
64 N -0.236
65 C -0.089
66 C -0.188
67 C -0.135
68 H 0.097
69 P 1.074
70 C -0.187
71 H -0.003
72 H 0.095
73 N -0.263
74 C -0.148
75 H 0.076
76 H -0.024
77 H 0.090
78 H 0.084
79 H 0.059
80 H 0.103
81 H 0.099
82 H 0.091
83 H 0.095
84 C -0.188
85 H 0.124